DFT (ωB97M-V with the def2-TZVPD basis set) results for a cluster of 2 separate species, C5H11N3O2 in total at a distorted geometry.

Geometry as ORCA input:
```
! RIJCOSX wB97M-V def2-TZVPD def2/J DEFGRID3
* xyz 0 1
C 2.238 0.337 -0.195
N 0.922 0.125 -0.769
C -0.174 0.081 0.129
C -0.466 1.288 0.950
N -0.688 2.471 0.400
C -1.381 -0.789 -0.323
N -1.388 -1.451 -1.582
C -0.512 -1.283 0.766
O 0.293 -2.369 0.475
H 2.351 1.306 0.326
H 2.465 -0.471 0.514
H 2.991 0.296 -0.993
H 0.743 0.692 -1.590
H -2.353 -0.396 -0.023
H -1.731 -0.835 -2.312
H -0.450 -1.744 -1.838
H -0.911 -1.246 1.782
H 1.008 -2.423 1.114
O -1.330 1.222 1.925
H 0.031 2.726 -0.268
H -1.659 2.464 1.512
*
```

Values from the calculation:
Max |F|   5.068 eV/Å
Energy above the lowest of the compared OMol25 structures with the same formula, charge and spin   4.486 eV
LUMO level   0.5366 eV
Orbital gap   9.392 eV

Partial charges, natural (NBO), in e: number 1, C, carries -0.40; number 2, N, carries -0.63; number 3, C, carries -0.05; number 4, C, carries 0.60; number 5, N, carries -0.83; number 6, C, carries -0.02; number 7, N, carries -0.80; number 8, C, carries 0.08; number 9, O, carries -0.69; number 10, H, carries 0.17; number 11, H, carries 0.19; number 12, H, carries 0.21; number 13, H, carries 0.37; number 14, H, carries 0.22; number 15, H, carries 0.36; number 16, H, carries 0.39; number 17, H, carries 0.20; number 18, H, carries 0.48; number 19, O, carries -0.69; number 20, H, carries 0.36; number 21, H, carries 0.50

***

DFT (ωB97M-V with the def2-TZVPD basis set) results for an isolated molecule of C5H11N3O3 at a distorted geometry.

Geometry as ORCA input:
```
! RIJCOSX wB97M-V def2-TZVPD def2/J DEFGRID3
* xyz 0 1
C 0.868 0.721 -2.590
C 0.684 1.346 -0.169
C 1.426 0.583 0.954
C -0.200 -0.410 2.394
C -0.234 -0.700 -0.934
N 0.444 0.413 -1.258
N -1.589 -0.734 -0.971
N 0.533 -0.555 1.252
O 0.636 -0.239 -3.467
O 1.230 1.835 -2.834
O 0.231 -1.926 -1.501
H -0.296 1.851 0.133
H 1.279 2.154 -0.507
H 2.364 0.215 0.713
H 1.499 1.234 1.792
H -0.466 0.718 2.686
H -0.861 -1.215 2.653
H -1.873 0.109 -0.495
H -2.201 -1.506 -0.531
H -0.527 -2.493 -1.407
H 1.158 -1.384 1.164
H 0.444 -1.064 -2.963
*
```

Values from the calculation:
Max |F|   3.950 eV/Å
Energy above the lowest of the compared OMol25 structures with the same formula, charge and spin   3.529 eV
LUMO level (spin up / spin down)   0.3546 / 0.3865 eV
Orbital gap (spin up / spin down)   7.102 / 6.522 eV

Partial charges, natural (NBO), in e: number 1, C, carries 0.91; number 2, C, carries -0.21; number 3, C, carries -0.22; number 4, C, carries -0.38; number 5, C, carries 0.56; number 6, N, carries -0.55; number 7, N, carries -0.87; number 8, N, carries -0.54; number 9, O, carries -0.67; number 10, O, carries -0.61; number 11, O, carries -0.73; number 12, H, carries 0.19; number 13, H, carries 0.24; number 14, H, carries 0.20; number 15, H, carries 0.20; number 16, H, carries 0.17; number 17, H, carries 0.18; number 18, H, carries 0.38; number 19, H, carries 0.39; number 20, H, carries 0.48; number 21, H, carries 0.39; number 22, H, carries 0.50

***

DFT (ωB97M-V with the def2-TZVPD basis set) results for the ion C5H11N3S with charge +2 at a distorted geometry.

Geometry as ORCA input:
```
! RIJCOSX wB97M-V def2-TZVPD def2/J DEFGRID3
* xyz 2 1
C 2.133 0.418 2.820
C 1.402 0.264 1.659
N 0.665 0.052 0.746
N 0.010 -0.543 -0.238
C 0.051 -1.948 -0.440
C -0.785 0.132 -1.082
C -1.281 -0.531 -2.275
N -1.150 1.424 -0.838
S -0.667 2.595 0.439
H 1.425 0.473 3.734
H 2.194 1.543 3.074
H 3.054 -0.219 2.797
H 0.504 -2.398 0.411
H 0.658 -2.174 -1.343
H -0.975 -2.325 -0.536
H -1.977 -1.376 -2.121
H -0.306 -1.015 -2.729
H -1.736 0.278 -2.787
H -1.494 1.856 -1.618
H -1.725 3.495 0.325
*
```

Values from the calculation:
Max |F|   6.275 eV/Å
Energy above the lowest of the compared OMol25 structures with the same formula, charge and spin   1.348 eV
LUMO level   -8.5095 eV
SMILES   CC#[N+]/[N+](C)=C(/C)NS
Orbital gap   8.947 eV

Partial charges, natural (NBO), in e: number 1, C, carries -0.83; number 2, C, carries 0.71; number 3, N, carries -0.12; number 4, N, carries -0.19; number 5, C, carries -0.43; number 6, C, carries 0.58; number 7, C, carries -0.68; number 8, N, carries -0.60; number 9, S, carries 0.21; number 10, H, carries 0.36; number 11, H, carries 0.37; number 12, H, carries 0.36; number 13, H, carries 0.26; number 14, H, carries 0.25; number 15, H, carries 0.25; number 16, H, carries 0.31; number 17, H, carries 0.29; number 18, H, carries 0.26; number 19, H, carries 0.43; number 20, H, carries 0.22

***

DFT (ωB97M-V with the def2-TZVPD basis set) results for a cluster of 2 separate species, C5H11N4 in total at a distorted geometry.

Geometry as ORCA input:
```
! RIJCOSX wB97M-V def2-TZVPD def2/J DEFGRID3
* xyz 1 1
C 0.709 1.227 0.638
C -1.700 0.000 -0.196
C 1.619 -0.254 -1.272
C 1.983 -0.638 1.142
C 1.189 -0.008 0.108
N 0.246 2.112 1.195
N -2.595 0.116 0.767
N -1.653 0.815 -1.212
N -0.780 -0.898 -0.028
H 2.354 0.359 -1.726
H 1.954 -1.279 -1.458
H 0.651 -0.034 -1.801
H 1.447 -1.032 2.001
H 2.607 0.207 1.612
H 2.592 -1.499 0.782
H -3.478 0.616 0.587
H -2.455 -0.238 1.651
H -2.445 1.508 -1.432
H -1.403 0.355 -2.121
H -0.840 -1.436 0.763
*
```

Values from the calculation:
Max |F|   5.382 eV/Å
Energy above the lowest of the compared OMol25 structures with the same formula, charge and spin   2.688 eV
LUMO level (spin up / spin down)   -5.2495 / -5.2498 eV
Orbital gap (spin up / spin down)   9.235 / 9.234 eV

Partial charges, natural (NBO), in e: number 1, C, carries 0.18; number 2, C, carries 0.63; number 3, C, carries -0.67; number 4, C, carries -0.70; number 5, C, carries 0.28; number 6, N, carries -0.19; number 7, N, carries -0.74; number 8, N, carries -0.78; number 9, N, carries -0.66; number 10, H, carries 0.28; number 11, H, carries 0.26; number 12, H, carries 0.24; number 13, H, carries 0.27; number 14, H, carries 0.30; number 15, H, carries 0.25; number 16, H, carries 0.42; number 17, H, carries 0.42; number 18, H, carries 0.43; number 19, H, carries 0.42; number 20, H, carries 0.37